Below is a single C5H3N molecule, with properties calculated with ωB97M-V with the def2-TZVPD basis set.

Computed properties:
LUMO   0.74 eV
E_tot   -246.8510 hartree
ΔE to the lowest compared entry with this formula, charge and spin   343.99 kJ/mol
Strongest force on any atom   4.14 eV/A
Spin multiplicity   1
Orbital gap   0.367 Ha

Each line ends with the Löwdin charge.
Geometry (Å):
C -2.32449 -0.21851 0.03753  0.1122
C -0.96741 0.06092 0.02024  -0.2736
C 1.33570 -1.67649 -0.03561  0.0436
C 0.35230 0.59540 -0.10574  -0.1591
C -1.27890 -1.20321 -0.05760  -0.0475
N 1.18753 -0.53025 -0.01467  -0.0543
H 0.50844 0.94548 -1.02775  0.0992
H 0.61506 1.29910 0.69650  0.1497
H -1.14908 -2.31010 -0.21014  0.1298